140
Properties=species:S:1:pos:R:3:forces:R:3 method="wB97M-V/def2-TZVPD" orbital_gap_ev=6.85 relative_energy_kcal_mol=1309.94 lumo_ev=0.66
N -3.182599 -4.631403 -0.402161 1.104 -3.404 0.200
C -1.985918 -5.126493 0.136532 -0.551 1.650 -0.013
C -1.468558 -4.083562 0.865401 -0.757 -0.318 1.197
C -2.444038 -3.020506 0.928059 2.838 -4.351 -2.851
C -3.459824 -3.396772 0.042205 -0.696 -1.639 1.556
H -3.727586 -5.274666 -0.958312 -0.415 0.670 0.061
H -1.571194 -6.101852 -0.071034 -0.212 0.148 -0.301
H -0.520329 -4.049511 1.381241 -0.156 -0.322 -0.306
H -2.319266 -2.075629 1.436031 1.979 -2.245 -1.436
H -4.461566 -3.013303 -0.083726 0.344 -0.132 -0.478
N 2.035255 0.810363 2.714129 -0.249 2.664 3.605
C 1.493871 0.119829 3.698544 0.160 1.565 1.584
C 0.619223 1.006933 4.289121 0.814 2.554 1.956
C 0.610467 2.247561 3.620998 3.432 -0.012 0.859
C 1.514334 2.099935 2.608519 1.188 -0.121 2.262
H 2.928173 0.548751 2.321264 -2.106 0.355 1.442
H 1.867751 -0.856004 3.971247 -0.277 -0.001 0.026
H -0.020914 0.839298 5.142644 1.020 1.810 0.129
H 0.085540 3.151167 3.893652 0.952 -0.328 -0.357
H 1.888022 2.820335 1.895935 -0.327 -0.271 0.457
N -0.907402 1.723534 -0.628482 -2.942 7.291 -0.914
C -1.077164 3.079271 -0.392821 -1.461 -1.215 3.364
C -2.201483 3.507467 -1.056872 2.565 3.755 3.143
C -2.459548 2.548943 -1.921091 -1.288 -1.372 -4.731
C -1.678019 1.442361 -1.706214 4.440 2.182 3.910
H -0.162332 1.128672 -0.295170 -1.080 2.717 -0.293
H -0.370042 3.540559 0.280658 -1.381 0.263 0.395
H -2.502008 4.531665 -0.892263 -0.597 -0.099 -0.593
H -3.158576 2.598217 -2.742875 -0.331 0.104 0.016
H -1.409362 0.493923 -2.147459 -0.068 1.605 1.910
N 4.656519 0.118166 2.539995 1.352 1.051 -0.217
C 3.824540 -0.487352 1.633152 2.443 -1.381 -1.676
C 3.304441 0.460771 0.787992 5.862 0.568 -2.100
C 3.889411 1.699509 1.227140 2.104 -0.088 -1.104
C 4.799067 1.479884 2.241218 -1.222 -1.435 -0.415
H 5.211845 -0.343734 3.245931 -0.337 -0.135 -0.194
H 3.650697 -1.551825 1.688634 0.693 1.487 -0.062
H 2.702028 0.386781 -0.105326 2.504 0.110 1.478
H 3.653466 2.637297 0.746200 1.584 -2.040 0.273
H 5.496985 2.112428 2.769612 -0.304 -0.024 0.054
N 0.926924 -2.285002 -2.252215 -6.545 -1.093 -1.425
C 0.224720 -2.598588 -3.372624 1.744 -2.754 -0.027
C -1.054238 -3.025236 -3.059506 0.885 -1.945 0.492
C -1.164079 -2.941065 -1.646954 2.008 -0.161 -0.143
C 0.051383 -2.406469 -1.182494 0.099 -4.248 -1.313
H 1.876479 -1.945360 -2.196661 -3.352 -0.069 -2.553
H 0.720575 -2.453676 -4.321063 0.133 -0.835 0.915
H -1.815390 -3.394332 -3.730928 0.099 0.176 -0.126
H -1.989940 -3.164894 -0.987980 1.020 0.188 -1.514
H 0.350553 -2.135903 -0.180651 -0.173 -1.718 -0.813
N -1.590656 0.213569 3.321219 -1.203 -6.834 0.289
C -1.001929 -0.638190 4.173286 -3.092 -4.499 1.066
C -1.559258 -1.908507 3.892686 -3.590 0.508 3.437
C -2.627774 -1.803632 2.956964 1.226 3.128 3.339
C -2.525323 -0.455960 2.563349 -1.412 -1.567 1.912
H -1.466157 1.214841 3.275880 0.747 -2.158 1.741
H -0.237283 -0.309254 4.861409 -1.775 -3.016 -0.456
H -1.399175 -2.843521 4.408943 -0.609 1.174 0.743
H -3.310708 -2.523981 2.531420 -0.094 0.166 1.963
H -3.256070 -0.087823 1.858453 1.724 0.261 1.514
N 0.258907 -2.046548 2.428473 2.934 -0.601 -2.099
C 0.401023 -3.172723 3.171744 2.246 -0.516 0.087
C 1.721642 -3.630648 3.012381 -0.935 -0.084 -0.476
C 2.355265 -2.829102 2.026672 -2.387 0.609 0.259
C 1.418787 -1.808934 1.699053 -0.033 -3.420 3.013
H -0.488285 -1.369156 2.482779 0.629 -1.120 -0.480
H -0.455348 -3.526909 3.726346 1.704 -0.758 -0.624
H 2.161510 -4.487119 3.501660 -0.171 -0.067 -0.078
H 3.333299 -2.939391 1.582066 -0.363 -0.751 0.227
H 1.526318 -0.900377 1.125155 -0.552 -0.448 4.222
N 1.479617 4.860531 -1.603277 0.148 -0.652 0.937
C 2.433755 5.013993 -0.643430 1.004 0.457 -0.481
C 2.528222 3.822821 0.033176 -0.673 2.230 1.043
C 1.498536 2.935600 -0.389163 1.329 3.612 0.657
C 0.926248 3.634346 -1.395221 -1.784 1.957 -1.589
H 1.150886 5.597022 -2.211240 -0.009 -0.461 0.015
H 2.972988 5.949730 -0.648207 0.273 -0.244 0.437
H 3.111211 3.654949 0.926671 -0.718 2.059 -0.455
H 1.266584 2.029052 0.150070 0.005 2.250 -1.278
H 0.084983 3.432723 -2.041767 0.329 0.656 0.439
N 2.722678 1.145758 -4.532345 1.737 -0.116 0.673
C 1.406395 1.241362 -4.242908 -0.775 0.231 0.271
C 1.279910 1.807913 -3.000882 -0.187 -0.310 -1.907
C 2.575568 1.998531 -2.524522 1.874 0.970 0.521
C 3.479624 1.577899 -3.430035 -0.265 -0.601 -2.249
H 3.167606 0.708126 -5.326465 -0.504 0.090 -0.005
H 0.623540 0.837229 -4.867589 1.024 0.633 0.096
H 0.411515 2.102197 -2.430201 0.386 -1.516 -1.445
H 2.747179 2.378881 -1.528380 1.048 -0.346 -0.975
H 4.545106 1.403253 -3.455753 -0.057 0.385 0.262
N -0.034868 0.173302 1.238559 -0.992 1.036 -0.792
C -0.895302 -0.462585 0.386950 1.439 0.529 1.145
C -0.290715 -0.386722 -0.832086 0.590 -1.052 -1.147
C 0.912975 0.343660 -0.757666 -1.878 -2.713 1.029
C 1.080756 0.593072 0.590569 -3.026 0.312 -0.169
H -0.260297 0.388391 2.199296 0.328 -0.120 -0.187
H -1.855572 -0.831706 0.715637 1.889 0.602 -0.248
H -0.617817 -0.828545 -1.761714 0.140 1.593 1.597
H 1.474310 0.564734 -1.653451 -3.245 0.949 1.635
H 1.825023 1.169495 1.119921 -2.224 -0.946 -1.589
N -4.425474 0.814485 -0.358563 1.369 -1.814 -0.382
C -4.567708 -0.190692 0.643662 -1.368 3.388 -1.498
C -3.645887 -1.120590 0.443001 -3.521 0.188 -1.417
C -2.983675 -0.894526 -0.793716 -2.278 0.862 -0.970
C -3.403282 0.324978 -1.254606 -4.098 -1.092 0.925
H -4.891139 1.710730 -0.360516 0.228 -0.216 -0.272
H -5.101704 0.091945 1.538850 -0.368 -0.644 -0.271
H -3.586949 -1.943163 1.140353 -1.944 2.394 -0.970
H -2.356796 -1.595861 -1.324341 -0.291 0.739 0.296
H -3.170718 0.869605 -2.157769 -3.325 -2.116 1.054
N -2.539987 1.880682 1.890203 -2.941 1.645 0.659
C -3.642147 1.845107 2.730040 0.346 1.849 0.255
C -3.214205 2.342030 3.981677 -2.033 -1.161 -0.926
C -1.873861 2.550795 3.853698 -0.335 4.248 2.687
C -1.499030 2.273078 2.608861 0.974 6.127 -5.764
H -2.526336 1.581179 0.925730 0.098 0.243 0.009
H -4.572950 1.580185 2.250660 0.014 0.180 0.867
H -3.619301 2.380666 4.982084 -0.901 -0.018 -0.450
H -1.276916 2.919958 4.674534 -0.453 -0.333 -0.141
H -0.552510 2.352210 2.094823 -1.023 0.182 0.180
N -1.001359 -0.681177 -3.812679 -1.951 4.637 -2.374
C -0.504505 -0.831679 -5.066296 0.265 -0.327 -2.680
C -0.823656 0.277063 -5.877987 1.206 -3.672 -1.048
C -1.539118 1.097595 -5.111080 -2.576 2.049 1.777
C -1.696061 0.515969 -3.869281 -1.196 -0.068 -2.065
H -0.988691 -1.322249 -3.032293 -0.585 0.209 -1.123
H 0.075372 -1.688188 -5.376998 -0.542 0.761 -0.320
H -0.568490 0.460848 -6.911195 0.248 -0.347 0.071
H -1.969635 2.018909 -5.474711 -0.133 0.112 0.412
H -2.314794 0.813904 -3.035721 0.030 -0.922 -4.227
N 2.716913 -0.650012 -1.744471 2.351 -3.391 1.773
C 3.322596 -1.477333 -2.664200 2.358 1.845 -0.314
C 3.388143 -2.739175 -2.141380 1.887 -0.658 -1.602
C 2.535668 -2.770418 -1.076364 3.822 0.330 5.756
C 2.297110 -1.432224 -0.644482 3.647 -3.533 -2.991
H 2.553444 0.346064 -1.709717 2.806 -0.899 -1.486
H 3.717637 -1.033278 -3.565958 0.110 -0.275 0.176
H 3.955385 -3.576177 -2.520937 -0.432 -0.005 -0.458
H 2.289855 -3.689598 -0.565401 -0.151 0.290 0.239
H 1.724436 -1.183778 0.236831 1.947 -1.427 -4.554